No. 1
Molecular formula: C2H3IO2S
Method: DFT, the ωB97M-V functional and the def2-TZVPD basis

Results
Kohn-Sham gap in eV: 7.746
E_tot in eV: -25150.301
SMILES: O=S(=O)=CCI
Max |F| in eV/A: 5.39
Lowest unoccupied orbital energy in eV: -2.1
HOMO level in Ha: -0.36144

The geometry in ORCA input format:
```
! wB97M-V def2-TZVPD RIJCOSX def2/J DEFGRID3
* xyz 0 1
C -0.772 -0.576 0.456
C 0.461 0.073 -0.108
O -2.429 -2.521 0.854
O -1.336 -2.425 -1.359
S -1.347 -2.104 0.078
I 2.574 -0.670 0.023
H -0.808 -0.399 1.467
H 0.519 0.992 0.499
H 0.350 0.179 -1.223
*
```



No. 2
Molecular formula: C21H42Cl2O5
Method: DFT, the ωB97M-V functional and the def2-TZVPD basis

Results
Kohn-Sham gap in eV: 9.967
E_tot in eV: -57738.527
SMILES: C1CCOC1.C1CCOC1.C1CCOC1.C1CCOC1.C1CCOC1.ClCCl
Max |F| in eV/A: 0.84
Lowest unoccupied orbital energy in eV: 0.6
HOMO level in Ha: -0.34522

The geometry in ORCA input format:
```
! wB97M-V def2-TZVPD RIJCOSX def2/J DEFGRID3
* xyz 0 1
C -14.422 11.669 0.808
C -15.193 11.332 2.081
C -15.387 12.704 2.723
O -15.365 13.652 1.647
C -15.104 12.982 0.418
H -14.558 10.912 0.039
H -13.364 11.867 0.979
H -14.676 10.628 2.734
H -16.165 10.904 1.827
H -14.570 12.961 3.402
H -16.334 12.787 3.258
H -14.484 13.623 -0.208
H -16.048 12.786 -0.107
C -11.211 7.071 2.354
C -12.150 8.166 1.817
C -11.369 9.469 2.034
O -10.001 9.106 2.145
C -9.955 7.850 2.807
H -10.950 6.293 1.641
H -11.639 6.579 3.228
H -13.095 8.142 2.357
H -12.357 8.015 0.759
H -11.702 9.999 2.936
H -11.457 10.149 1.188
H -9.951 8.004 3.892
H -9.022 7.370 2.513
C -6.390 7.507 -3.321
C -6.720 7.067 -1.895
C -7.839 8.045 -1.496
O -8.395 8.568 -2.704
C -7.755 7.944 -3.821
H -5.969 6.703 -3.926
H -5.692 8.343 -3.345
H -5.882 7.110 -1.203
H -7.105 6.046 -1.903
H -7.446 8.872 -0.896
H -8.616 7.550 -0.906
H -7.730 8.635 -4.664
H -8.361 7.081 -4.128
C -6.685 12.052 -2.007
C -7.312 12.113 -3.401
C -6.071 12.175 -4.315
O -4.938 11.831 -3.531
C -5.382 11.336 -2.273
H -7.334 11.589 -1.263
H -6.488 13.062 -1.637
H -7.946 12.992 -3.512
H -7.926 11.231 -3.591
H -5.937 13.178 -4.727
H -6.156 11.484 -5.162
H -4.609 11.521 -1.527
H -5.526 10.250 -2.338
C -11.004 12.224 -5.093
C -11.572 13.428 -4.347
C -12.918 12.918 -3.807
O -13.360 12.039 -4.838
C -12.234 11.270 -5.188
H -10.189 11.733 -4.562
H -10.674 12.469 -6.101
H -11.839 14.235 -5.026
H -10.939 13.797 -3.540
H -13.638 13.730 -3.716
H -12.878 12.374 -2.858
H -12.404 10.888 -6.194
H -12.116 10.415 -4.507
C -10.634 10.424 -1.593
Cl -12.316 9.869 -1.501
Cl -10.475 12.064 -0.956
H -10.034 9.755 -0.992
H -10.342 10.400 -2.634
*
```



No. 3
Molecular formula: C28H39Cl45N3O2
Method: DFT, the ωB97M-V functional and the def2-TZVPD basis

Results
Kohn-Sham gap in eV: 8.048
E_tot in eV: -601724.673
Max |F| in eV/A: 8.15
Lowest unoccupied orbital energy in eV: -2.9
HOMO level in Ha: -0.40190

The geometry in ORCA input format:
```
! wB97M-V def2-TZVPD RIJCOSX def2/J DEFGRID3
* xyz 1 1
C -0.370 4.200 0.427
C -0.703 3.064 -0.688
O -2.135 2.997 -0.910
C -2.437 2.199 -2.098
C -2.951 0.728 -1.599
O -2.830 -0.316 -2.573
N -1.760 -1.142 -2.512
C -0.467 -0.634 -1.940
C -0.164 -1.011 -0.410
C -2.213 -2.497 -1.997
C -3.160 -2.487 -0.706
N -3.040 -3.773 0.129
C -1.430 -1.406 -3.989
C -1.836 -0.322 -5.063
C -1.420 -0.769 -6.499
C -0.741 -2.099 -6.871
N -0.397 -3.034 -5.860
C -0.721 -2.657 -4.536
H -0.620 3.766 1.468
H 0.752 4.440 0.414
H -1.004 5.143 0.299
H -0.150 3.290 -1.661
H -0.382 2.061 -0.202
H -3.342 2.735 -2.581
H -1.563 2.139 -2.830
H -2.572 0.484 -0.536
H -4.088 0.891 -1.441
H 0.371 -1.168 -2.533
H -0.253 0.482 -2.152
H -0.909 -0.620 0.352
H 0.863 -0.538 -0.162
H 0.002 -2.144 -0.362
H -1.323 -3.190 -1.793
H -2.840 -2.957 -2.855
H -4.257 -2.309 -0.920
H -2.832 -1.644 0.016
H -2.992 -4.564 -0.537
H -2.218 -3.721 0.749
H -2.333 0.667 -4.816
H -1.642 -0.039 -7.359
H -0.499 -2.364 -7.961
H -0.392 -3.425 -3.737
C 4.008 -2.431 -1.111
Cl 2.581 -2.921 -2.039
Cl 3.967 -0.695 -0.773
Cl 4.119 -3.359 0.390
H 4.892 -2.642 -1.710
C -3.639 0.429 -10.151
Cl -5.328 0.943 -10.027
Cl -2.570 1.628 -9.404
Cl -3.413 -1.159 -9.402
H -3.381 0.350 -11.205
C -1.300 -7.199 -0.902
Cl -1.096 -8.431 0.347
Cl -3.015 -6.792 -1.094
Cl -0.348 -5.759 -0.512
H -0.937 -7.604 -1.845
C 4.106 -0.587 3.821
Cl 5.692 -0.746 3.057
Cl 2.823 -1.067 2.699
Cl 4.028 -1.553 5.301
H 3.956 0.458 4.086
C 0.532 0.498 -11.407
Cl 2.110 0.393 -12.195
Cl -0.752 -0.007 -12.515
Cl 0.504 -0.486 -9.935
H 0.355 1.535 -11.128
C -0.099 -3.039 3.843
Cl -0.216 -4.625 3.070
Cl -0.817 -1.801 2.801
Cl -0.879 -3.055 5.429
H 0.955 -2.801 3.982
C 5.178 1.280 8.439
Cl 6.053 -0.224 8.756
Cl 4.517 1.280 6.796
Cl 3.890 1.513 9.629
H 5.878 2.109 8.526
C 0.119 2.128 10.927
Cl -1.326 1.665 10.018
Cl 0.069 3.848 11.341
Cl 0.278 1.142 12.387
H 0.990 1.953 10.299
C 1.693 7.340 10.953
Cl 0.141 8.158 11.186
Cl 2.321 7.651 9.329
Cl 2.858 7.857 12.180
H 1.536 6.268 11.059
C 0.599 8.796 5.709
Cl 0.488 7.214 4.923
Cl -0.132 10.048 4.694
Cl -0.175 8.752 7.298
H 1.651 9.037 5.846
C 3.375 6.300 2.188
Cl 4.858 5.437 1.752
Cl 2.076 5.155 2.563
Cl 3.666 7.382 3.558
H 3.065 6.902 1.336
C 8.587 5.483 0.831
Cl 10.066 4.619 0.392
Cl 7.287 4.341 1.207
Cl 8.879 6.563 2.201
H 8.277 6.086 -0.020
C -6.371 -2.554 1.601
Cl -4.790 -2.664 0.795
Cl -7.662 -3.055 0.500
Cl -6.389 -3.540 3.072
H -6.546 -1.516 1.884
C -5.976 -2.829 -7.225
Cl -4.744 -2.538 -5.985
Cl -7.461 -3.452 -6.492
Cl -6.302 -1.347 -8.134
H -5.595 -3.578 -7.916
C 2.359 -10.963 -0.193
Cl 2.254 -12.543 -0.980
Cl 1.621 -9.713 -1.206
Cl 1.587 -11.009 1.399
H 3.410 -10.717 -0.056
*
```



> E_tot of number 3 (C28H39Cl45N3O2)?

-601724.673 eV